This record from OMol25 describes 5 unconnected molecules or ions with the total composition C2H16NO5 in a non-equilibrium geometry. The level of theory is ωB97M-V/def2-TZVPD.

Each line ends with the natural charge from an NBO analysis.
Element x y z (Å)
1 C 1.56721 0.96304 0.78517  -0.11
2 O 0.59695 2.00480 0.55912  -0.81
3 C 1.20566 -0.46012 0.15674  -0.23
4 N -0.33567 -0.37344 0.10623  -0.70
5 H 1.61561 1.00566 1.88197  0.19
6 H 2.47010 1.37775 0.37414  0.25
7 H 0.79651 2.95402 0.34134  0.52
8 H 1.59900 -0.68522 -0.81268  0.23
9 H 1.56530 -1.25359 0.86058  0.25
10 H -0.68673 -0.11149 -0.78813  0.45
11 H -0.64696 0.37596 0.78330  0.45
12 H -0.84817 -1.22136 0.26968  0.47
13 H -1.49178 -1.53111 2.89385  0.48
14 H -0.55031 -2.73144 3.29778  0.49
15 O -1.15938 -2.39234 2.62761  -0.97
16 H -2.68108 0.56194 -3.22793  0.49
17 H -2.71958 0.72368 -1.67573  0.47
18 O -2.06502 0.59603 -2.48544  -0.96
19 H 2.23896 3.13452 -1.31494  0.47
20 H 3.25993 2.20227 -1.65041  0.47
21 O 3.00174 2.71931 -0.91617  -0.92
22 H -2.47582 -3.16251 -1.40678  0.50
23 H -2.18886 -3.33593 0.12566  0.49
24 O -2.06725 -2.76612 -0.57847  -0.98

Force components x, y, z for each atom (eV/Å):
C 0.68 1.37 0.18
O -1.87 0.06 -0.80
C -1.06 1.67 2.20
N 0.59 0.32 1.41
H 0.30 -1.16 -0.23
H 0.63 -0.66 0.12
H 0.76 -1.95 0.40
H 0.00 0.28 -0.62
H -0.77 0.67 -0.56
H -0.03 0.74 -1.37
H 0.40 -0.82 -0.94
H -0.12 -1.20 0.48
H 0.09 -0.17 0.54
H -0.30 0.34 0.00
O 0.18 -0.10 -0.63
H 0.16 -0.04 -0.09
H 1.91 -0.30 -2.62
O -2.05 0.32 2.91
H -0.43 0.66 0.09
H 1.15 -1.13 -1.18
O -0.38 0.91 0.48
H 0.78 0.63 1.81
H -0.56 -2.08 2.14
O -0.07 1.64 -3.73

Properties
Multiplicity: 1
HOMO energy (eV): -14.313
Gap between HOMO and LUMO (eV): 11.365
Net charge: +1
Calculated total energy (Ha): -516.47213
Relative energy (zero: lowest compared OMol25 entry of this formula, charge and spin) (kJ/mol): 160.64